Record 1
Below is C31H54MgN11O9 as an isolated structure at a distorted geometry, with properties calculated with ωB97M-V/def2-TZVPD.

Properties
* multiplicity: 1
* E_HOMO: -9.87 eV
* charge: +1
* Kohn-Sham gap: 6.895 eV

```
106
Properties=species:S:1:pos:R:3:lowdin_charge:R:1
Mg 0.597 2.074 4.779 0.867
C 1.409 0.850 0.654 -0.035
C 0.269 1.167 1.675 -0.567
C -0.754 0.015 1.875 -0.054
O 0.669 1.768 2.841 -0.315
H 1.253 0.110 -0.131 0.055
H 2.305 0.381 1.060 0.063
H 1.592 1.736 0.046 0.069
H -0.352 1.889 1.145 0.085
H -1.094 -0.369 0.913 0.059
H -1.617 0.265 2.493 0.069
H -0.246 -0.784 2.415 0.069
C -5.326 -4.431 -2.279 -0.062
C -6.080 -4.664 -1.149 -0.019
C -5.415 -4.475 0.137 0.037
C -4.088 -4.108 0.279 -0.122
C -3.355 -3.850 -0.915 -0.064
C -3.963 -4.065 -2.178 0.024
C -1.961 -3.328 -0.794 -0.254
O -1.369 -2.753 -1.744 0.069
C -1.269 -3.393 0.507 -0.089
C 0.153 -3.283 0.593 -0.024
C 0.832 -3.443 1.741 -0.106
C 0.173 -3.888 2.922 -0.048
C -1.239 -3.943 2.880 0.015
C -1.999 -3.620 1.684 -0.046
C -3.469 -4.001 1.565 -0.257
O -4.138 -4.338 2.571 0.069
H -5.814 -4.638 -3.220 0.108
H -7.130 -4.912 -1.200 0.106
H -5.891 -4.686 1.083 0.114
H -3.405 -3.965 -3.097 0.116
H 0.800 -2.901 -0.183 0.120
H 1.902 -3.341 1.854 0.099
H 0.920 -4.251 3.612 0.096
H -1.842 -4.463 3.610 0.104
C -1.523 0.413 6.047 -0.657
O -0.661 0.721 5.154 -0.044
N -2.471 1.234 6.335 0.214
N -1.549 -0.627 6.755 0.231
H -2.361 2.199 6.059 0.109
H -3.012 1.111 7.178 0.136
H -0.843 -1.349 6.748 0.146
H -2.284 -0.875 7.402 0.144
C 1.811 5.210 1.916 -0.711
O 2.509 6.131 2.205 0.045
N 0.485 5.055 2.139 0.174
N 2.551 4.078 1.673 0.147
H -0.088 5.877 2.265 0.115
H 0.196 4.149 1.798 0.075
H 3.502 4.243 1.971 0.108
H 2.131 3.160 1.645 0.045
C -4.537 1.208 0.251 -0.718
O -5.544 0.497 0.490 0.017
N -4.520 2.541 0.145 0.139
N -3.311 0.841 0.137 0.160
H -3.609 2.755 -0.235 0.094
H -5.367 3.078 0.031 0.121
H -2.561 1.479 -0.087 0.101
H -2.956 0.008 0.585 0.092
C 2.719 -0.146 4.929 -0.762
O 2.107 0.833 5.236 0.015
N 3.051 -1.088 5.739 0.215
N 2.939 -0.388 3.680 0.228
H 3.756 -1.686 5.331 0.134
H 2.811 -0.826 6.685 0.141
H 3.321 -1.289 3.428 0.126
H 2.626 0.305 3.015 0.095
C -2.075 3.635 3.990 -0.693
O -0.921 3.442 4.425 -0.034
N -2.587 3.158 2.930 0.229
N -2.822 4.662 4.373 0.187
H -3.528 3.408 2.661 0.122
H -2.007 2.726 2.225 0.106
H -3.551 4.963 3.742 0.121
H -2.572 5.280 5.132 0.130
C 5.556 0.807 -6.326 -0.018
C 4.012 0.409 -6.211 -0.431
C 4.032 -1.133 -6.386 -0.176
C 2.688 -1.686 -6.172 -0.214
C 2.004 -1.296 -4.867 -0.124
C 2.078 0.219 -4.491 -0.463
N 3.474 0.588 -4.848 -0.084
O 3.779 1.933 -4.447 -0.033
C 0.934 0.979 -5.223 -0.033
C 1.864 0.335 -2.960 -0.056
C 3.331 1.225 -7.388 -0.024
H 6.136 -0.108 -6.443 0.068
H 5.865 1.448 -5.501 0.066
H 5.805 1.397 -7.208 0.073
H 4.264 -1.459 -7.399 0.127
H 4.690 -1.620 -5.666 0.123
H 2.741 -2.773 -6.234 0.115
H 2.108 -1.451 -7.064 0.114
H 2.370 -1.892 -4.031 0.108
H 0.957 -1.601 -4.860 0.118
H 0.008 0.912 -4.653 0.074
H 1.167 2.043 -5.179 0.084
H 0.703 0.715 -6.255 0.070
H 0.817 0.291 -2.659 0.077
H 2.590 -0.207 -2.354 0.083
H 2.024 1.323 -2.529 0.065
H 3.417 2.309 -7.321 0.082
H 2.256 1.074 -7.291 0.036
H 3.582 1.005 -8.426 0.084
H 4.432 1.722 -3.776 0.095
```

***

Record 2
Below is a 9-piece molecular cluster, C31H54O23 overall at a distorted geometry, with properties calculated with ωB97M-V/def2-TZVPD.

Properties
* multiplicity: 1
* SMILES: COC(=O)OC.COC(=O)OC.COC(=O)OC.COC(=O)OC.COC(=O)OC.O=C1CCCO1.O=C1CCCO1.O=C1CCCO1.O=C1CCCO1
* E_HOMO: -9.71 eV
* Kohn-Sham gap: 10.243 eV

```
108
Properties=species:S:1:pos:R:3:lowdin_charge:R:1
C -3.749 -1.598 2.816 0.038
O -2.802 -2.343 1.942 -0.029
C -3.253 -2.689 0.759 -0.675
O -4.343 -2.389 0.326 0.104
O -2.382 -3.385 0.087 0.005
C -1.070 -3.655 0.728 0.041
H -3.150 -1.526 3.730 0.080
H -4.685 -2.137 2.916 0.097
H -3.892 -0.580 2.403 0.086
H -0.460 -3.973 -0.088 0.073
H -1.238 -4.461 1.401 0.095
H -0.782 -2.755 1.269 0.079
C 2.369 -4.436 -3.443 0.014
O 1.956 -4.053 -2.099 -0.018
C 2.668 -4.324 -1.047 -0.663
O 2.459 -3.750 0.012 0.085
O 3.494 -5.284 -1.242 0.024
C 4.486 -5.577 -0.259 -0.011
H 1.954 -3.650 -4.080 0.102
H 1.943 -5.388 -3.697 0.085
H 3.430 -4.432 -3.450 0.084
H 4.255 -4.999 0.661 0.090
H 5.543 -5.302 -0.568 0.119
H 4.477 -6.620 -0.032 0.081
C -3.815 1.515 0.289 -0.009
O -3.342 1.546 -1.093 0.003
C -2.209 2.257 -1.215 -0.629
O -1.944 3.231 -0.554 0.089
O -1.557 1.862 -2.287 0.030
C -0.387 2.669 -2.624 0.012
H -2.878 1.397 0.914 0.098
H -4.416 0.617 0.364 0.083
H -4.401 2.399 0.447 0.085
H -0.382 3.621 -2.028 0.083
H -0.587 2.913 -3.658 0.099
H 0.547 2.146 -2.427 0.075
C 4.985 -1.816 1.869 -0.052
O 4.190 -0.624 1.765 -0.013
C 2.940 -0.731 2.370 -0.510
O 2.195 0.225 2.301 0.118
O 2.732 -1.819 3.160 -0.045
C 1.328 -2.185 3.427 0.045
H 5.677 -1.848 1.016 0.086
H 4.356 -2.710 1.778 0.076
H 5.621 -1.832 2.754 0.096
H 1.401 -3.118 3.916 0.090
H 0.887 -2.185 2.441 0.074
H 0.923 -1.343 3.959 0.087
C 0.714 2.796 1.106 -0.031
O 1.002 1.909 0.038 -0.023
C 0.345 0.762 0.057 -0.595
O -0.603 0.457 0.794 0.096
O 0.840 0.103 -0.983 -0.021
C 0.420 -1.206 -1.289 -0.014
H 1.059 3.796 0.780 0.107
H 1.146 2.441 2.027 0.076
H -0.390 2.930 1.307 0.078
H 0.440 -1.135 -2.392 0.110
H -0.572 -1.326 -0.999 0.059
H 1.142 -1.969 -0.890 0.102
O -0.285 -5.487 -2.467 0.102
C -1.196 -4.720 -2.662 -0.496
O -1.047 -3.387 -2.749 -0.008
C -2.304 -2.739 -3.186 -0.109
C -3.270 -3.861 -3.487 -0.118
C -2.622 -5.185 -2.875 -0.027
H -2.059 -2.253 -4.085 0.109
H -2.614 -2.178 -2.280 0.129
H -3.301 -4.010 -4.558 0.105
H -4.240 -3.612 -3.068 0.114
H -2.686 -5.952 -3.618 0.110
H -2.977 -5.485 -1.910 0.115
O -1.696 -0.152 5.113 0.087
C -1.917 0.999 4.800 -0.505
O -3.131 1.556 4.951 0.019
C -3.179 2.923 4.355 -0.100
C -1.797 3.180 3.782 -0.126
C -0.976 1.930 4.149 -0.074
H -3.567 3.589 5.113 0.116
H -3.986 2.798 3.629 0.116
H -1.316 4.030 4.350 0.136
H -1.843 3.382 2.749 0.076
H -0.068 2.052 4.808 0.160
H -0.615 1.483 3.252 0.085
O 6.297 0.323 -0.171 0.090
C 5.437 0.795 -0.888 -0.539
O 5.087 0.207 -2.012 0.045
C 3.929 0.860 -2.602 -0.112
C 3.773 2.219 -1.824 -0.113
C 4.535 1.887 -0.536 -0.083
H 3.120 0.114 -2.671 0.117
H 4.134 1.169 -3.648 0.119
H 2.725 2.476 -1.743 0.084
H 4.384 2.971 -2.352 0.120
H 3.767 1.480 0.199 0.141
H 5.119 2.681 -0.042 0.141
O 0.561 5.959 -0.921 0.094
C -0.644 6.152 -0.864 -0.444
O -1.233 6.570 0.308 0.007
C -2.484 7.156 0.032 -0.188
C -3.002 6.421 -1.168 -0.141
C -1.726 5.994 -1.902 -0.081
H -2.281 8.252 -0.091 0.143
H -3.109 6.967 0.884 0.118
H -3.607 7.003 -1.881 0.125
H -3.472 5.529 -0.764 0.109
H -1.448 6.563 -2.785 0.131
H -1.802 4.915 -2.145 0.097
```

***

Record 3
Below is a 7-piece molecular cluster, C31H55Br12ClN4O3PS2 overall at a distorted geometry, with properties calculated with ωB97M-V/def2-TZVPD.

Properties
* multiplicity: 1
* E_HOMO: -10.42 eV
* charge: +1
* Kohn-Sham gap: 7.369 eV

```
109
Properties=species:S:1:pos:R:3:lowdin_charge:R:1
C 1.623 3.004 4.812 -0.120
C 2.156 3.130 3.610 -0.115
C 2.899 3.191 2.193 -0.186
C 2.755 1.779 1.414 -0.194
C 2.167 1.915 -0.085 -0.168
C 0.778 1.069 -0.315 -0.379
C 1.206 -0.490 -0.229 -0.112
C 0.018 -1.522 0.117 -0.237
C 0.585 -2.947 0.718 -0.470
S 0.042 -3.284 2.465 0.848
C -1.792 -3.489 2.587 -0.968
S -2.418 -4.079 4.052 0.641
N -2.776 -3.150 1.533 -0.156
C -2.765 -3.309 0.078 -0.069
C -4.077 -2.717 -0.547 -0.149
N -4.818 -2.258 0.638 -0.006
C -4.057 -2.502 1.845 -0.131
C -0.269 1.563 0.807 -0.047
N -1.655 1.925 0.244 -0.268
C -2.620 1.628 1.406 -0.173
C -4.133 2.121 1.141 -0.618
C -5.234 0.906 1.210 -0.132
Cl -4.602 3.262 2.546 0.568
P -1.606 3.659 -0.159 0.734
O -0.235 4.152 -0.687 -0.263
O -2.778 4.179 -1.286 -0.129
O -1.882 4.546 1.307 -0.222
C -2.087 1.018 -0.884 -0.106
C -1.000 0.839 -2.065 -0.169
N 0.370 1.346 -1.731 -0.026
H 1.261 2.692 5.851 0.013
H 2.526 4.061 1.539 0.107
H 4.025 3.352 2.393 0.119
H 2.109 1.080 2.079 0.109
H 3.786 1.240 1.327 0.122
H 2.087 3.009 -0.423 0.119
H 2.940 1.414 -0.807 -0.012
H 2.079 -0.714 0.491 0.120
H 1.594 -0.781 -1.291 0.124
H -0.755 -1.150 0.882 0.075
H -0.579 -1.826 -0.837 0.062
H 0.288 -3.850 0.070 0.019
H 1.733 -2.858 0.724 0.092
H -1.871 -3.773 -0.503 0.078
H -4.347 -2.663 -1.664 -0.009
H -4.425 -2.207 2.889 0.120
H -0.431 0.824 1.679 0.150
H 0.126 2.542 1.306 0.148
H -2.176 2.164 2.337 0.135
H -2.614 0.494 1.685 0.153
H -4.316 2.638 0.133 0.091
H -5.029 0.183 2.079 0.072
H -5.138 0.366 0.178 0.077
H -6.311 1.331 1.266 0.095
H -3.331 3.441 -1.641 0.073
H -2.087 5.465 0.963 0.094
H -2.266 -0.032 -0.403 0.136
H -3.087 1.304 -1.375 0.134
H -1.382 1.485 -2.960 0.129
H -0.904 -0.241 -2.460 0.064
H 1.073 1.015 -2.413 0.058
Br -2.756 -2.157 -3.178 0.719
C -3.418 -1.688 -4.952 -0.616
C -3.914 -0.263 -4.990 -0.683
Br -5.664 -0.101 -4.146 0.618
H -4.184 -2.421 -5.209 0.064
H -2.562 -1.815 -5.618 0.067
H -4.064 0.065 -6.020 0.065
H -3.251 0.439 -4.483 0.032
Br 3.724 1.025 -2.968 0.743
C 5.603 0.562 -3.214 -0.692
C 6.497 1.437 -2.369 -0.688
Br 6.694 3.211 -3.151 0.618
H 5.812 0.635 -4.283 -0.002
H 5.681 -0.482 -2.904 0.058
H 7.509 1.029 -2.331 0.058
H 6.128 1.576 -1.352 0.049
Br 0.203 6.722 2.765 0.645
C -1.236 6.757 4.080 -0.679
C -0.769 6.233 5.416 -0.640
Br -0.644 4.287 5.408 0.737
H -2.066 6.187 3.659 0.040
H -1.524 7.807 4.158 0.062
H -1.496 6.468 6.197 0.061
H 0.209 6.614 5.712 0.062
Br 1.525 -3.115 6.395 0.587
C 0.256 -3.369 7.852 -0.688
C -0.990 -2.544 7.642 -0.702
Br -0.675 -0.667 8.066 0.593
H 0.782 -3.131 8.777 0.054
H 0.018 -4.435 7.839 0.060
H -1.781 -2.860 8.324 0.061
H -1.364 -2.580 6.617 0.014
Br 5.226 -1.773 -6.165 0.620
C 6.957 -2.257 -6.922 -0.683
C 8.070 -2.032 -5.928 -0.686
Br 8.514 -0.139 -5.781 0.631
H 7.074 -1.681 -7.841 0.056
H 6.871 -3.316 -7.171 0.060
H 8.990 -2.514 -6.265 0.061
H 7.830 -2.381 -4.923 0.052
Br -2.988 -5.852 -3.112 0.616
C -1.261 -6.345 -3.869 -0.674
C -0.146 -6.126 -2.875 -0.658
Br 0.310 -4.235 -2.728 0.644
H -1.140 -5.769 -4.788 0.055
H -1.351 -7.404 -4.118 0.064
H 0.772 -6.613 -3.213 0.063
H -0.388 -6.475 -1.871 0.058
```

***

Record 4
Below is C31H55BrCdNO3P3 as an isolated structure at a distorted geometry, with properties calculated with ωB97M-V/def2-TZVPD.

Properties
* multiplicity: 1
* relative energy (zero: lowest compared OMol25 entry of this formula, charge and spin): 91.4 kcal per mole
* E_HOMO (alpha / beta): -12.13 / -12.13 eV
* charge: +2
* Kohn-Sham gap (alpha / beta): 3.821 / 3.573 eV

```
95
Properties=species:S:1:pos:R:3:lowdin_charge:R:1
N -1.747 -8.537 0.826 0.080
C -1.645 -7.848 1.959 -0.111
C -2.011 -6.506 2.067 -0.012
C -2.398 -5.765 0.931 -0.240
C -2.611 -6.545 -0.239 -0.013
C -2.209 -7.893 -0.247 -0.114
C -2.429 -4.303 0.991 -0.239
Cd -4.037 -2.620 0.756 1.260
P -3.702 3.193 -0.302 0.966
C -2.333 -3.535 -0.234 -0.297
C -1.368 -2.429 -0.405 -0.248
C -1.899 -1.293 -1.032 -0.103
C -1.203 -0.131 -1.111 -0.158
C 0.223 -0.032 -0.825 -0.741
C 0.729 -1.232 -0.106 -0.108
C -0.018 -2.359 0.035 0.000
Br 0.499 1.650 0.203 0.965
H -1.959 -3.918 1.902 0.099
H -2.557 -4.082 -1.152 0.111
H -2.006 -6.033 3.049 0.119
H -3.159 -6.177 -1.108 0.109
H -1.243 -8.398 2.817 0.124
H -2.297 -8.510 -1.148 0.121
H -2.940 -1.336 -1.390 0.094
H 0.470 -3.245 0.433 0.142
H -1.703 0.797 -1.358 0.057
H 1.708 -1.158 0.328 0.097
P 1.042 -0.153 -2.543 1.033
C -3.481 2.188 1.194 -0.456
C -4.423 2.686 2.311 -0.172
H -2.427 2.275 1.486 0.046
H -3.689 1.139 0.937 0.044
H -4.168 2.246 3.281 0.066
H -4.397 3.775 2.440 0.067
H -5.462 2.419 2.087 0.070
C -3.753 2.159 -1.816 -0.470
C -4.173 2.904 -3.080 -0.153
H -4.434 1.329 -1.591 0.074
H -2.746 1.766 -1.976 0.012
H -4.496 2.184 -3.838 0.071
H -5.002 3.591 -2.899 0.072
H -3.335 3.470 -3.500 0.067
C -2.050 4.021 -0.547 -0.449
C -1.935 5.460 -0.056 -0.155
H -1.831 4.004 -1.623 0.069
H -1.297 3.381 -0.065 -0.045
H -0.935 5.841 -0.280 0.070
H -2.638 6.122 -0.565 0.073
H -2.097 5.548 1.020 0.069
C 2.304 1.096 -2.347 -0.375
C 3.247 1.173 -3.535 -0.101
H 2.823 0.896 -1.399 0.066
H 1.789 2.063 -2.206 0.084
H 4.022 0.396 -3.472 0.086
H 2.727 1.091 -4.506 0.079
H 3.741 2.147 -3.489 0.093
C -0.089 0.333 -3.857 -0.299
C -0.863 -0.696 -4.703 -0.094
H 0.561 0.920 -4.522 0.098
H -0.791 1.058 -3.416 0.094
H -0.185 -1.393 -5.231 0.085
H -1.598 -1.255 -4.102 0.071
H -1.425 -0.131 -5.472 0.097
C 1.780 -1.739 -2.881 -0.302
C 2.974 -2.149 -2.006 -0.097
H 2.088 -1.668 -3.937 0.113
H 0.987 -2.505 -2.861 0.108
H 2.805 -3.170 -1.635 0.095
H 3.915 -2.154 -2.577 0.094
H 3.117 -1.484 -1.143 0.057
C 4.648 2.644 0.319 -0.072
C 4.799 1.226 0.797 -0.274
O 3.532 0.746 1.342 -0.415
P 3.311 0.129 2.857 0.835
O 3.941 1.301 3.801 -0.336
C 3.453 2.673 3.812 -0.282
C 4.588 3.483 4.372 -0.074
O 1.709 0.406 2.912 -0.418
C 0.754 0.358 4.006 -0.271
C 0.323 -1.052 4.333 -0.081
H 3.738 2.792 -0.269 0.060
H 5.512 2.898 -0.304 0.091
H 4.634 3.346 1.159 0.071
H 5.044 0.555 -0.039 0.106
H 5.602 1.145 1.545 0.121
H 3.175 2.994 2.796 0.100
H 2.564 2.728 4.457 0.111
H 5.453 3.456 3.701 0.079
H 4.280 4.523 4.497 0.085
H 4.898 3.090 5.344 0.090
H 1.181 0.863 4.887 0.117
H -0.103 0.951 3.664 0.111
H 1.164 -1.655 4.687 0.082
H -0.423 -0.998 5.132 0.085
H -0.135 -1.542 3.466 0.058
```